A molecular structure, C10H28GeN5OPtS in a non-equilibrium geometry, computed with ωB97M-V with the def2-TZVPD basis set.

Element x y z (Å)
Pt -0.98715 1.75357 0.93093
N -2.23196 3.23877 2.28566
N -1.35863 4.03001 3.05011
C -0.05313 3.84386 3.04256
N 0.75168 4.56737 3.77872
S 0.67630 2.59810 2.04805
H -2.84982 3.86068 1.76475
H -2.80692 2.68678 2.92699
H -1.77471 4.72316 3.66650
H 0.43211 5.29929 4.40385
H 1.75234 4.40997 3.75102
C 0.03069 -4.89342 0.35145
C 0.64285 -3.96154 1.35695
C 1.13444 -2.53436 0.71725
C -0.09769 -1.77733 0.44334
Ge 0.63065 0.19392 -0.06745
C 0.59339 0.21968 -2.04327
C 1.45350 -0.81059 -2.78069
C 2.95507 -0.53132 -2.76188
C 3.69373 -1.18507 -1.60663
H -0.02716 -5.88820 0.80554
H 0.64222 -4.98908 -0.54549
H -0.98470 -4.61538 0.07027
H 1.60403 -4.32504 1.73392
H -0.00927 -3.75074 2.20288
H 1.70204 -2.79518 -0.17528
H 1.78111 -2.09901 1.47935
H -0.71879 -1.54175 1.30829
H -0.67308 -2.07814 -0.42907
H 1.96459 0.39062 0.66948
H 0.94421 1.23363 -2.27178
H -0.45688 0.15363 -2.33318
H 1.09867 -0.84106 -3.81424
H 1.25277 -1.81331 -2.38594
H 3.12554 0.54927 -2.76255
H 3.38982 -0.89778 -3.69424
H 3.30382 -0.85547 -0.63757
H 4.75273 -0.93505 -1.62930
H 3.62065 -2.27301 -1.65023
N -4.40165 0.60778 -1.31243
C -3.31129 1.31736 -1.06406
N -3.09683 2.45808 -1.73414
O -2.48368 0.89780 -0.19717
H -5.08351 0.88704 -2.00067
H -4.59940 -0.21048 -0.75751
H -3.72204 2.77003 -2.46168
H -2.20065 2.91191 -1.67141

Computed properties:
spin multiplicity = 3
net charge = +3
frontier orbital gap (spin up / spin down) = 8.8 / 5.7 eV
calculated total energy = -90892.1356 eV

4 unconnected molecules or ions with the total composition C10H28IN2O3 in a non-equilibrium geometry, computed with ωB97M-V with the def2-TZVPD basis set.

Element x y z (Å)
I -24.50126 -10.29504 12.94856
C -22.02251 -13.05886 16.22373
C -22.78354 -13.61651 15.03100
O -24.18566 -13.33191 15.08964
H -22.19640 -13.65059 17.12532
H -22.32227 -12.02532 16.40444
H -20.94282 -13.00347 16.06528
H -22.61672 -14.69641 14.98223
H -22.43018 -13.11715 14.12175
H -24.26692 -12.55042 14.51080
C -21.12159 -7.54389 13.27088
C -20.32772 -8.86124 13.39394
C -20.42213 -9.56198 14.72738
O -19.98813 -8.67791 15.74669
C -19.84550 -9.28810 16.99089
N -20.70204 -9.79768 12.31482
H -22.15297 -7.61676 13.61636
H -21.07660 -7.17886 12.24564
H -20.63097 -6.79378 13.90118
H -19.27987 -8.58339 13.22929
H -19.84789 -10.49386 14.75309
H -21.48133 -9.78993 14.91035
H -20.70606 -9.90932 17.27439
H -19.78145 -8.53696 17.77811
H -18.96988 -9.94966 17.01971
H -21.58397 -10.25420 12.58527
H -21.08372 -9.23354 11.55918
C -28.36358 -8.49045 11.75317
C -27.69886 -8.32618 10.38737
C -27.11632 -6.92530 10.23016
O -26.26873 -6.83513 9.10680
C -25.41764 -5.72432 9.22854
N -26.68288 -9.35887 10.11864
H -29.20149 -7.78721 11.85981
H -27.66228 -8.21524 12.54513
H -28.78871 -9.46920 11.96685
H -28.46728 -8.48182 9.62052
H -26.60092 -6.67395 11.16567
H -27.94120 -6.21427 10.09074
H -24.81942 -5.56226 8.33321
H -24.72954 -5.87918 10.06850
H -25.98873 -4.80585 9.42156
H -26.10037 -9.40775 10.96580
H -27.17549 -10.24786 10.19869

Computed properties:
spin multiplicity = 1
energy above the lowest of the compared OMol25 structures with the same formula, charge and spin = 9.0 kcal/mol
net charge = -1
frontier orbital gap = 7.6 eV
calculated total energy = -28049.0685 eV

4 unconnected molecules or ions with the total composition C10H28IN2O4 in a non-equilibrium geometry, computed with ωB97M-V with the def2-TZVPD basis set.

Element x y z (Å)
I -16.38825 9.87901 -3.10160
C -15.59578 11.20306 2.60259
C -15.44161 10.66562 1.19010
C -15.63080 9.15106 1.15002
O -14.68324 8.50022 1.99159
C -14.83165 7.10640 2.00024
N -16.43416 11.32746 0.32626
H -15.02038 12.10433 2.82011
H -15.26488 10.47105 3.34833
H -16.64547 11.42203 2.81861
H -14.44877 10.89716 0.79659
H -15.58295 8.79667 0.11057
H -16.65616 8.91815 1.49785
H -14.53273 6.66700 1.03296
H -15.86137 6.76104 2.17531
H -14.19833 6.70272 2.78901
H -17.35644 11.06742 0.67704
H -16.41811 10.93059 -0.62074
C -18.12778 5.60239 -0.93213
C -17.54565 5.66579 -2.32705
C -17.67785 4.36632 -3.08413
O -17.02786 3.33357 -2.37021
C -17.13407 2.12499 -3.02461
N -18.22582 6.74201 -3.08618
H -17.74999 4.76408 -0.34515
H -19.21751 5.51629 -1.00020
H -17.91310 6.53263 -0.40330
H -16.47548 5.92783 -2.25108
H -17.27823 4.48021 -4.09945
H -18.75599 4.12933 -3.12936
H -16.69645 1.33938 -2.40645
H -16.60613 2.14856 -3.98833
H -18.17949 1.82484 -3.20057
H -18.08041 6.60884 -4.08378
H -17.74925 7.62708 -2.88187
C -13.87502 6.74445 -4.11199
C -12.72380 5.96901 -4.64813
O -12.99589 5.48435 -5.96056
O -14.10179 7.81073 -5.01390
H -13.65954 7.15196 -3.11556
H -14.75656 6.09656 -4.01958
H -12.51734 5.08932 -4.02790
H -11.78790 6.54443 -4.62058
H -13.22013 6.26082 -6.48894
H -14.63396 8.47694 -4.54421

Computed properties:
spin multiplicity = 1
energy above the lowest of the compared OMol25 structures with the same formula, charge and spin = 0.0 kcal/mol
net charge = -1
frontier orbital gap = 7.5 eV
calculated total energy = -30096.9130 eV

A molecular structure, C10H28LiO10 in a non-equilibrium geometry, computed with ωB97M-V with the def2-TZVPD basis set.

Element x y z (Å)
Li 1.06009 -0.04874 -0.74836
O 1.68922 0.32398 1.15521
C 2.56122 -0.80818 1.27666
C 2.23427 -2.21408 0.50349
O 1.73375 -2.19450 -0.84414
H 2.62900 -0.94256 2.35622
H 3.58621 -0.55290 1.00776
H 1.50924 -2.80372 1.06452
H 3.15006 -2.80232 0.44512
C -0.85798 -3.88003 -2.76524
C -0.50088 -4.95083 -1.75866
O 0.90181 -4.84157 -1.48565
O -0.94887 -2.62948 -2.12810
H -1.78209 -4.21144 -3.23883
H -0.20483 -3.83746 -3.63684
H -0.69374 -5.90065 -2.25741
H -1.16443 -4.93347 -0.89407
H 1.06569 -4.03056 -0.99882
H -0.10986 -2.46416 -1.69182
C -1.67158 -0.80741 2.33717
C -3.23533 -0.85540 1.98584
O -4.02275 -0.33896 2.95382
O -1.03948 0.49007 2.12027
H -1.14640 -1.42637 1.60972
H -1.37480 -1.20886 3.30612
H -3.50640 -1.89665 1.81144
H -3.50001 -0.32056 1.07370
H -3.86967 0.59777 2.80996
H -0.12344 0.30605 1.89979
C -0.25884 2.12214 -2.02404
C 0.94920 1.81430 -2.93931
O 1.99070 0.99978 -2.30281
O -0.81160 1.01412 -1.34873
H -1.01573 2.78913 -2.43676
H 0.01942 2.86412 -1.27562
H 1.39505 2.74965 -3.27757
H 0.56333 1.43739 -3.88649
H 2.74007 0.81546 -2.87384
H -1.53120 1.31690 -0.79007
C 0.24775 4.87759 2.15991
C 0.14963 3.45915 1.63777
O 1.17516 3.13206 0.68093
O -0.19078 5.75883 1.17760
H 1.30235 5.10678 2.31282
H -0.15540 5.04501 3.15868
H -0.81115 3.43910 1.12337
H 0.22390 2.69497 2.41147
H 1.40025 2.21767 0.86754
H 0.24997 5.52894 0.35632

Computed properties:
spin multiplicity = 1
net charge = -1
frontier orbital gap = 6.4 eV
calculated total energy = -31502.9657 eV